1.
Here is a molecular structure, C41H45BrCl7IPRuSi from OMol25. Energies are from wB97M-V/def2-TZVPD.

Element x y z (Å)
Ru (-0.672, 1.016, 0.122)
Cl (-1.726, 0.928, 2.955)
C (-0.001, 0.773, 3.069)
C (0.653, 0.773, 1.847)
C (2.041, 0.721, 1.846)
Cl (2.829, 0.769, 0.322)
C (2.768, 0.685, 3.032)
Cl (4.481, 0.699, 2.998)
C (2.078, 0.682, 4.251)
Cl (2.955, 0.665, 5.712)
C (0.671, 0.724, 4.282)
Cl (-0.173, 0.766, 5.774)
I (0.282, 1.101, -2.575)
C (0.074, 2.981, -3.650)
C (0.029, 2.784, -5.009)
C (-0.030, 3.863, -5.895)
C (-0.034, 5.131, -5.391)
C (0.004, 5.362, -4.001)
C (-0.003, 6.695, -3.544)
C (0.027, 6.988, -2.209)
C (0.058, 5.942, -1.288)
C (0.072, 4.618, -1.687)
P (0.083, 3.475, -0.250)
C (1.519, 3.981, 0.714)
C (2.664, 4.488, 0.102)
C (3.764, 4.807, 0.878)
C (3.740, 4.594, 2.249)
C (2.617, 4.046, 2.852)
C (1.510, 3.732, 2.088)
C (-1.395, 3.994, 0.682)
C (-1.378, 4.889, 1.747)
C (-2.563, 5.223, 2.375)
C (-3.761, 4.660, 1.961)
C (-3.784, 3.773, 0.896)
C (-2.605, 3.429, 0.259)
C (0.051, 4.270, -3.067)
H (0.050, 1.779, -5.400)
H (-0.060, 3.677, -6.956)
H (-0.069, 5.988, -6.043)
H (-0.033, 7.481, -4.284)
H (0.025, 8.010, -1.864)
H (0.077, 6.178, -0.232)
H (2.690, 4.642, -0.968)
H (4.648, 5.211, 0.411)
H (4.599, 4.852, 2.848)
H (2.607, 3.850, 3.913)
H (0.633, 3.301, 2.549)
H (-0.449, 5.327, 2.080)
H (-2.553, 5.937, 3.185)
H (-4.681, 4.923, 2.460)
H (-4.726, 3.365, 0.562)
H (-2.618, 2.793, -0.634)
C (2.644, -3.747, 1.189)
C (2.040, -4.660, 0.125)
C (2.811, -4.440, -1.171)
C (2.152, -6.118, 0.553)
Si (0.115, -4.227, -0.109)
Br (0.138, -1.836, -0.245)
C (-1.030, -4.618, 1.430)
C (-1.464, -6.088, 1.395)
C (-0.317, -4.362, 2.764)
C (-2.281, -3.729, 1.435)
C (-0.584, -4.720, -1.892)
C (0.020, -3.871, -3.010)
C (-0.312, -6.198, -2.168)
C (-2.095, -4.477, -1.904)
H (3.686, -4.032, 1.330)
H (2.152, -3.833, 2.151)
H (2.626, -2.706, 0.877)
H (3.872, -4.592, -0.973)
H (2.692, -3.424, -1.540)
H (2.528, -5.149, -1.944)
H (3.205, -6.392, 0.618)
H (1.689, -6.793, -0.162)
H (1.714, -6.290, 1.531)
H (-0.613, -6.763, 1.382)
H (-2.089, -6.306, 0.535)
H (-2.047, -6.315, 2.286)
H (0.509, -5.048, 2.924)
H (-1.025, -4.519, 3.576)
H (0.042, -3.337, 2.834)
H (-2.896, -3.873, 0.554)
H (-2.016, -2.677, 1.510)
H (-2.885, -3.982, 2.304)
H (1.097, -3.966, -3.081)
H (-0.229, -2.819, -2.892)
H (-0.397, -4.206, -3.959)
H (0.748, -6.399, -2.289)
H (-0.800, -6.485, -3.098)
H (-0.703, -6.839, -1.383)
H (-2.332, -3.446, -1.651)
H (-2.623, -5.147, -1.233)
H (-2.468, -4.664, -2.909)
Cl (-2.896, -0.222, -0.100)
C (-4.571, 0.322, -0.249)
Cl (-4.778, 1.274, -1.731)
H (-4.815, 0.938, 0.616)
H (-5.202, -0.563, -0.303)

- M: 1152.92 g/mol
- E_tot: -228781.873 eV
- E_LUMO (alpha / beta): -8.2 / -7.0 eV
- Kohn-Sham gap (alpha / beta): 5.3 / 6.5 eV
- 2S+1: 2
- Charge: +2

---

2.
Here is a molecular structure, C41H45Cl4F3N7NiO2 from OMol25. Energies are from wB97M-V/def2-TZVPD.

Element x y z (Å)
Ni (-2.278, 1.541, 2.072)
C (-0.346, 0.025, -0.590)
O (0.034, -1.059, 0.289)
O (-1.262, 0.754, 0.186)
C (0.986, 0.660, -1.115)
F (1.652, 1.387, -0.141)
F (1.869, -0.259, -1.497)
F (0.817, 1.488, -2.105)
C (0.233, -2.335, -0.225)
C (1.234, -2.930, 0.804)
H (0.752, -3.321, 1.700)
H (1.826, -3.727, 0.353)
H (1.898, -2.152, 1.182)
H (0.677, -2.447, -1.214)
H (-0.592, -3.031, -0.078)
H (-0.731, -0.401, -1.516)
N (-2.080, -0.391, 2.884)
C (-1.937, -1.641, 2.275)
C (-1.936, -2.806, 2.876)
C (-2.165, -2.880, 4.241)
C (-2.321, -1.620, 4.957)
C (-2.163, -0.466, 4.262)
H (-2.037, -1.690, 1.201)
H (-1.879, -3.647, 2.200)
H (-2.277, -3.831, 4.742)
H (-2.618, -1.710, 5.991)
H (-2.223, 0.451, 4.828)
N (2.082, -4.273, -3.722)
C (3.235, -4.954, -3.626)
C (3.380, -6.187, -2.942)
C (2.336, -6.663, -2.148)
C (1.200, -5.890, -2.149)
C (1.103, -4.720, -2.944)
H (4.014, -4.541, -4.250)
H (4.293, -6.756, -3.039)
H (2.449, -7.552, -1.544)
H (0.358, -6.191, -1.543)
H (0.211, -4.111, -2.976)
N (4.676, -0.834, -3.014)
C (4.028, -1.826, -2.242)
C (4.509, -2.386, -1.068)
C (5.609, -1.692, -0.549)
C (6.157, -0.580, -1.189)
C (5.733, -0.233, -2.440)
H (3.075, -2.203, -2.582)
H (4.016, -3.218, -0.586)
H (6.079, -1.950, 0.389)
H (6.922, -0.023, -0.668)
H (6.173, 0.625, -2.927)
N (-2.376, 3.517, 1.224)
C (-1.345, 4.026, 0.379)
C (-1.292, 5.367, -0.032)
C (-2.230, 6.251, 0.329)
C (-3.246, 5.735, 1.104)
C (-3.303, 4.384, 1.479)
H (-0.548, 3.328, 0.169)
H (-0.506, 5.663, -0.711)
H (-2.342, 7.206, -0.162)
H (-4.121, 6.341, 1.286)
H (-4.047, 4.183, 2.236)
N (-0.260, 2.247, 2.917)
C (-0.157, 3.415, 3.661)
C (1.007, 3.921, 4.296)
C (2.199, 3.361, 4.056)
C (2.189, 2.157, 3.324)
C (0.973, 1.696, 2.775)
H (-0.990, 4.084, 3.818)
H (0.922, 4.891, 4.764)
H (3.118, 3.873, 4.298)
H (3.136, 1.667, 3.149)
H (0.888, 0.806, 2.169)
N (-1.729, 4.029, -6.671)
C (-1.989, 3.747, -5.346)
C (-1.349, 2.725, -4.667)
C (-0.333, 2.038, -5.341)
C (-0.074, 2.365, -6.702)
C (-0.734, 3.360, -7.305)
H (-2.857, 4.259, -4.957)
H (-1.513, 2.567, -3.611)
H (0.282, 1.374, -4.751)
H (0.777, 1.878, -7.154)
H (-0.436, 3.717, -8.280)
N (-4.176, 1.014, 1.247)
C (-5.369, 1.392, 1.913)
C (-6.628, 0.888, 1.585)
C (-6.783, 0.094, 0.430)
C (-5.651, -0.220, -0.333)
C (-4.446, 0.342, 0.056)
H (-5.238, 1.930, 2.840)
H (-7.434, 1.067, 2.281)
H (-7.768, -0.130, 0.049)
H (-5.681, -0.601, -1.344)
H (-3.557, 0.223, -0.547)
C (3.406, 4.026, -0.486)
Cl (2.152, 4.660, 0.618)
Cl (4.625, 3.250, 0.503)
H (2.916, 3.267, -1.096)
H (3.807, 4.834, -1.097)
C (0.728, -6.903, 4.162)
Cl (0.035, -5.755, 2.994)
Cl (0.341, -6.678, 5.918)
H (0.440, -7.883, 3.782)
H (1.798, -6.798, 3.982)

- M: 925.36 g/mol
- E_tot: -157049.037 eV
- E_LUMO (alpha / beta): -2.7 / -3.5 eV
- Kohn-Sham gap (alpha / beta): 8.1 / 7.3 eV
- 2S+1: 3
- Charge: +1